[1]
{"formula": "CH7N2S", "method": "ωB97M-V with the def2-TZVPD basis set", "species": ["S", "H", "N", "C", "N", "H", "H", "H", "H", "H", "H"], "xyz": [[2.0785, 1.7786, -0.4361], [2.5035, 2.0281, 0.8045], [-0.2625, -0.6285, -1.2803], [-0.8316, -0.9358, 0.0367], [-0.6422, 0.1472, 1.0039], [0.6529, -0.2636, -1.0896], [-0.8436, 0.1224, -1.6368], [-0.4668, -1.9253, 0.3490], [-1.9141, -1.1195, -0.0449], [-0.1961, 0.9045, 0.5024], [-0.0779, -0.1081, 1.7913]], "spin_multiplicity": 1, "total_charge": -1, "e_tot_ha": -550.02473, "de_lowest_kj_mol": 24.1, "homo_ha": -0.1064, "homo_lumo_gap_ev": 7.2123}

---

[2]
{"formula": "CH7N3", "method": "ωB97M-V with the def2-TZVPD basis set", "species": ["N", "H", "H", "H", "N", "C", "N", "H", "H", "H", "H"], "xyz": [[-2.6455, -1.2287, 1.4017], [-2.4088, -0.3224, 1.8024], [-1.7307, -1.6106, 1.1775], [-3.0348, -1.7799, 2.1668], [0.4360, 0.6156, -1.3175], [1.6458, 0.7935, -0.7182], [2.7698, 0.5970, -1.2718], [-0.3476, 1.1132, -0.9401], [0.2557, -0.0749, -2.0233], [1.5612, 1.2121, 0.2931], [3.4988, 0.6852, -0.5706]], "spin_multiplicity": 1, "total_charge": 0, "e_tot_ha": -206.55180, "de_lowest_kj_mol": 33.3, "homo_ha": -0.3422, "smiles": "[H]/N=C/N.N", "homo_lumo_gap_ev": 9.9937}

---

[3]
{"formula": "CH7N3", "method": "ωB97M-V with the def2-TZVPD basis set", "species": ["N", "H", "H", "H", "N", "C", "N", "H", "H", "H", "H"], "xyz": [[-0.2980, 2.3332, -0.8119], [-0.6211, 2.5319, 0.1304], [-0.0554, 1.3673, -0.9880], [-1.1312, 2.3993, -1.3966], [0.9960, -0.6932, 0.6945], [0.1402, -1.4906, -0.0608], [-0.7295, -2.2999, 0.3711], [1.5467, -0.0309, 0.2024], [0.6552, -0.4421, 1.6045], [0.3979, -1.4900, -1.1178], [-0.9006, -2.1849, 1.3723]], "spin_multiplicity": 1, "total_charge": 0, "e_tot_ha": -206.55061, "de_lowest_kj_mol": 36.5, "homo_ha": -0.3549, "smiles": "[H]/N=C\\N.N", "homo_lumo_gap_ev": 10.4699}

---

[4]
{"formula": "CH7N3O2", "method": "ωB97M-V with the def2-TZVPD basis set", "species": ["N", "N", "C", "N", "H", "H", "H", "H", "H", "O", "O", "H", "H"], "xyz": [[-0.1349, -0.9180, -1.5077], [-1.6051, -0.7197, 0.6735], [-1.0424, 0.3681, 0.1458], [-0.3711, 0.3808, -1.0011], [-0.4521, -0.9534, -2.4717], [0.8705, -1.0928, -1.4670], [-1.8674, -0.7117, 1.6453], [-1.3246, -1.6034, 0.2666], [-1.1628, 1.3074, 0.6718], [1.3221, 0.9127, 0.5586], [2.4430, 0.6237, 1.4340], [2.6535, 1.5160, 1.7501], [0.6713, 0.8902, -0.6983]], "spin_multiplicity": 1, "total_charge": 0, "e_tot_ha": -356.85695, "de_lowest_kj_mol": 448.4, "homo_ha": -0.2781, "homo_lumo_gap_ev": 8.3606}

---

[5]
{"formula": "CH7N4O", "method": "ωB97M-V with the def2-TZVPD basis set", "species": ["C", "N", "N", "N", "N", "O", "H", "H", "H", "H", "H", "H", "H"], "xyz": [[-1.1084, -0.5002, -0.4767], [2.0815, 0.8188, -0.9700], [-1.8003, -1.2145, -1.2077], [1.7098, 1.0152, 1.3923], [1.6453, 0.5789, 0.1078], [-1.2747, 0.5983, 0.1837], [-1.2558, -1.9923, -1.7350], [-2.7423, -0.9900, -1.7196], [1.4184, 0.4303, 2.1231], [2.1431, 1.9474, 1.5751], [-0.4971, -1.0272, 0.2266], [1.7371, -0.6906, 0.5857], [-2.0565, 1.0259, -0.0853]], "spin_multiplicity": 1, "total_charge": 1, "e_tot_ha": -336.07651, "de_lowest_kj_mol": 476.2, "homo_ha": -0.4343, "homo_lumo_gap_ev": 7.0159}

---

[6]
{"formula": "CH7N4O", "method": "ωB97M-V with the def2-TZVPD basis set", "species": ["C", "N", "N", "N", "N", "O", "H", "H", "H", "H", "H", "H", "H"], "xyz": [[-0.7051, 0.4119, 0.0864], [-1.8593, 0.9615, 0.0961], [0.3767, 1.4063, -0.0403], [-0.2514, -0.8262, 0.2211], [1.1188, -1.0019, -0.0518], [-2.8888, -0.6108, -0.2456], [0.6293, 1.7815, 0.8995], [0.2892, 2.2194, -0.6582], [-1.0720, -1.4215, 0.1538], [1.1141, -1.1473, -1.0268], [1.3471, -1.7898, 0.5639], [1.2749, 0.9943, -0.2565], [-3.7945, -0.0615, -0.3252]], "spin_multiplicity": 1, "total_charge": 1, "e_tot_ha": -336.13310, "de_lowest_kj_mol": 327.6, "homo_ha": [-0.5267, -0.5267], "homo_lumo_gap_ev": [9.3306, 9.3313]}